i) Density functional theory data (ωB97M-V/def2-TZVPD) for C5H6OS2 in the gas phase.

ORCA input file:
```
! RIJCOSX wB97M-V def2-TZVPD def2/J DEFGRID3
* xyz 0 1
C -2.20529 0.47838 -0.55694
C -0.79235 0.04634 -0.29998
C 0.23114 0.45002 -1.03664
O 1.52893 -0.00679 -0.95131
C 2.02203 -0.58771 0.15657
S 3.47437 -1.29848 0.11869
C 1.17220 -0.46107 1.39442
S -0.52527 -1.02475 1.07200
H -2.62271 1.06047 0.28280
H -2.86193 -0.37572 -0.71137
H -2.26807 1.09235 -1.46565
H 0.13313 1.12485 -1.90910
H 1.56798 -1.07147 2.19371
H 1.14586 0.57359 1.71281
*
```

Computed properties:
LUMO energy: 0.031 eV
SMILES: CC1=COC(=S)CS1

=====

ii) Density functional theory data (ωB97M-V/def2-TZVPD) for a molecular structure, C5H6OS2.

ORCA input file:
```
! RIJCOSX wB97M-V def2-TZVPD def2/J DEFGRID3
* xyz 0 1
C 0.96025 -0.18353 -0.53646
C 0.57584 1.25542 -0.16339
C -0.90107 1.35419 -0.59277
C -1.33118 0.02758 0.00332
C -0.03447 -0.42000 0.64339
H 2.73115 -0.11058 1.02998
H 0.68034 -0.57626 -1.53644
H 1.23137 2.08098 -0.32130
H -1.04926 1.40064 -1.68317
H -1.40573 2.22440 -0.10505
H -0.02276 -1.28579 1.29190
O 0.43039 0.82817 1.22188
S 2.66805 -0.66855 -0.22414
S -2.74458 -0.74150 -0.06183
*
```

Computed properties:
LUMO energy: -0.309 eV

=====

iii) Density functional theory data (ωB97M-V/def2-TZVPD) for C5H6OS2 in the gas phase.

ORCA input file:
```
! RIJCOSX wB97M-V def2-TZVPD def2/J DEFGRID3
* xyz 0 1
S 1.36117 0.63477 3.02385
C 0.57449 0.02254 1.78568
C 1.09425 -0.01951 0.41529
C -0.03330 -0.08807 -0.58969
C -0.47096 1.10909 -1.37684
O 0.29375 -0.00643 -1.89292
C -1.07269 -1.07440 -0.02902
S -1.07202 -0.58074 1.76797
H 1.64193 0.90332 0.09640
H 1.73181 -0.91013 0.38558
H 0.17146 1.98840 -1.17509
H -1.45947 1.25306 -1.81490
H -0.66851 -2.10237 -0.14212
H -2.09190 -1.12954 -0.45417
*
```

Computed properties:
LUMO energy: -0.066 eV
SMILES: S=C1C[C@]2(CO2)CS1

=====

iv) Density functional theory data (ωB97M-V/def2-TZVPD) for C5H6OS2 in the gas phase.

ORCA input file:
```
! RIJCOSX wB97M-V def2-TZVPD def2/J DEFGRID3
* xyz 0 1
S 2.39408 -0.42992 -0.15971
C 1.24496 0.69677 -0.28717
C -0.00531 0.79760 0.50046
C -0.38881 -0.38635 1.35337
S -1.15543 -1.47329 0.00342
C -1.35533 -0.06310 -1.24310
C -1.31024 1.01998 -0.19082
O -0.56879 2.11681 0.25396
H 1.38671 1.53016 -1.00310
H -1.15204 -0.17555 2.14620
H 0.45884 -0.92622 1.76807
H -0.53624 -0.05848 -1.96396
H -2.33740 -0.17852 -1.74873
H -2.19975 0.93608 0.47398
*
```

Computed properties:
LUMO energy: -0.684 eV
SMILES: S=C[C@]12CSC[C@@H]1O2

=====

Relative energies, kcal/mol: i) 0.0; ii) 26.4; iii) 19.1; iv) 77.4.

=====

i) Density functional theory data (ωB97M-V/def2-TZVPD) for a molecular structure, C27H35N5O2OsS2Si.

ORCA input file:
```
! RIJCOSX wB97M-V def2-TZVPD def2/J DEFGRID3
* xyz 0 1
Os -0.00852 0.23616 0.61117
N -2.20976 1.10063 1.48004
C -3.35850 0.74316 0.66357
C -3.29492 -0.75567 0.48324
N -1.96633 -1.11845 -0.02895
H -2.24353 0.60786 2.36931
H -2.16988 2.09536 1.67075
H -3.27120 1.24843 -0.30119
H -4.31371 1.03207 1.11091
H -4.09664 -1.09246 -0.17500
H -3.43139 -1.23337 1.45514
H -1.98960 -1.31631 -1.02266
H -1.62093 -1.94825 0.45034
S 0.53248 0.00755 2.81127
C 0.27549 1.61335 3.44721
C 0.09623 1.79786 4.81897
C -0.14616 3.05767 5.33755
C -0.41837 3.20655 6.74184
N -0.65823 3.29997 7.86157
C -0.16957 4.17405 4.48102
C 0.03657 3.99653 3.12285
C 0.24068 2.72163 2.59812
S 0.42102 2.50598 0.87206
C -0.42282 5.49306 4.99319
N -0.63772 6.55390 5.37954
H 0.12259 0.94321 5.48289
H 0.02375 4.85378 2.46178
O 1.75579 -1.21781 -1.97950
C 1.37729 -2.05211 -1.01708
N 0.71406 -1.63915 0.10068
C 0.45666 -2.77705 0.90082
O -0.26841 -2.74504 1.89371
C 1.06956 -3.91447 0.22831
C 1.11495 -5.26631 0.54884
C 1.74558 -6.12636 -0.32800
C 2.31662 -5.65261 -1.52707
C 2.26546 -4.32060 -1.86856
C 1.63093 -3.43882 -0.97809
H 0.66429 -5.62814 1.46428
H 1.80044 -7.18470 -0.10925
H 2.79149 -6.35937 -2.19600
H 2.70411 -3.95430 -2.78808
C -0.26528 0.87173 -2.33302
Si 1.09251 -0.18097 -3.10554
C 2.60429 0.89013 -3.46052
C 3.82467 0.02325 -3.80564
C 2.36818 1.88920 -4.60083
C 2.90817 1.66666 -2.16721
C 0.27992 -1.22217 -4.45541
C -0.74507 -2.16707 -3.80983
C 1.32442 -2.07157 -5.19533
C -0.43846 -0.32696 -5.47517
H -0.29982 1.88401 -2.73838
H -0.07142 0.99322 -1.24913
H -1.25845 0.43579 -2.44413
H 3.68997 -0.50634 -4.75021
H 4.01657 -0.71631 -3.02668
H 4.71173 0.65654 -3.90206
H 2.20903 1.37508 -5.55209
H 3.24256 2.53603 -4.71854
H 1.50178 2.52945 -4.41129
H 2.95663 1.00307 -1.30040
H 2.14670 2.42439 -1.96297
H 3.87388 2.17303 -2.25474
H -0.29387 -2.78874 -3.03055
H -1.15864 -2.83681 -4.56995
H -1.58263 -1.61465 -3.37194
H 1.89690 -2.69192 -4.50298
H 2.02521 -1.44106 -5.74524
H 0.82951 -2.73257 -5.91385
H -1.21631 0.28159 -5.00525
H -0.91334 -0.94357 -6.24483
H 0.25873 0.35014 -5.97296
*
```

Computed properties:
LUMO energy (spin up / spin down): -1.999 / -1.923 eV

=====

ii) Density functional theory data (ωB97M-V/def2-TZVPD) for a molecular structure, C27H35N5O2OsS2Si.

ORCA input file:
```
! RIJCOSX wB97M-V def2-TZVPD def2/J DEFGRID3
* xyz 0 1
Os 0.97873 0.60993 1.21237
N 2.97333 0.16859 2.31175
C 3.99679 -0.16372 1.32306
C 3.96315 0.96111 0.30231
N 2.57930 1.12229 -0.17912
H 3.15870 1.07925 2.72758
H 2.87108 -0.49834 3.06932
H 3.72877 -1.11397 0.85749
H 5.00154 -0.26292 1.74149
H 4.64236 0.76320 -0.52697
H 4.26686 1.90064 0.76566
H 2.43767 0.67397 -1.07929
H 2.36792 2.12254 -0.30762
S 0.79489 2.29044 2.75894
C 0.79808 1.42783 4.28279
C 1.08032 2.10227 5.47091
C 1.06924 1.43222 6.68341
C 1.42403 2.13839 7.87940
N 1.72467 2.71157 8.82861
C 0.73990 0.06493 6.72616
C 0.43170 -0.60054 5.54986
C 0.47198 0.06555 4.32842
S 0.13012 -0.78205 2.83510
C 0.72861 -0.65368 7.96506
N 0.72701 -1.25082 8.94672
H 1.32387 3.15659 5.44370
H 0.16612 -1.64923 5.58460
O -1.49693 0.03199 -1.22708
C -1.02030 1.27368 -1.11253
N -0.09501 1.66129 -0.19356
C 0.16438 3.03209 -0.39623
O 1.10581 3.61914 0.15305
C -0.74311 3.49323 -1.42901
C -0.91617 4.74615 -2.00518
C -1.85063 4.86493 -3.01753
C -2.59315 3.74901 -3.45360
C -2.41976 2.49886 -2.90174
C -1.47424 2.36888 -1.87481
H -0.33789 5.59420 -1.66328
H -2.01632 5.82660 -3.48469
H -3.31618 3.88014 -4.24883
H -3.00074 1.65271 -3.24443
C 0.76545 -1.73114 -0.70023
Si -0.85822 -1.46408 -1.62479
C -2.16584 -2.63900 -0.94181
C -3.57385 -2.25492 -1.41221
C -1.88370 -4.09529 -1.32606
C -2.11560 -2.50921 0.58963
C -0.47994 -1.44972 -3.48099
C 0.42595 -0.24315 -3.77378
C -1.75151 -1.32475 -4.32416
C 0.26658 -2.72830 -3.88740
H 0.87090 -2.77690 -0.40218
H 0.74118 -1.18819 0.26474
H 1.66405 -1.45050 -1.24984
H -3.70571 -2.38747 -2.48683
H -3.81299 -1.21922 -1.16676
H -4.30627 -2.89461 -0.91015
H -1.97570 -4.26233 -2.40092
H -2.60886 -4.74978 -0.83243
H -0.88762 -4.42406 -1.01737
H -2.18879 -1.47249 0.92393
H -1.19744 -2.92651 1.00957
H -2.95382 -3.06022 1.02665
H -0.01977 0.70247 -3.45963
H 0.60822 -0.17417 -4.85094
H 1.40406 -0.34180 -3.29236
H -2.34408 -0.45114 -4.04653
H -2.38806 -2.20630 -4.23035
H -1.48510 -1.22389 -5.38098
H 1.20660 -2.84583 -3.34177
H 0.51096 -2.68859 -4.95381
H -0.32755 -3.62782 -3.72256
*
```

Computed properties:
LUMO energy: -1.821 eV

=====

Relative energies, kcal/mol: i) 29.5; ii) 0.0.